[1]
Molecular formula: CHF4NOS
Method: DFT, wB97M-V/def2-TZVPD

Charge: 0
HOMO energy (alpha / beta), hartree: -0.3936 / -0.3914
Kohn-Sham gap (alpha / beta), eV: 8.629 / 8.667

Geometry (Å):
C (0.961, 0.915, -0.357)
N (-2.476, -0.597, 1.103)
O (-0.118, -1.646, -1.266)
F (2.151, 0.969, -0.858)
F (0.137, 1.844, -0.860)
F (1.088, 1.082, 0.998)
F (1.597, -1.447, 0.534)
S (0.054, -0.860, -0.124)
H (-3.394, -0.261, 0.830)

Mulliken population analysis, charges in e, atoms 1 to 5: number 1, C, carries 0.711; number 2, N, carries -0.210; number 3, O, carries -0.420; number 4, F, carries -0.167; number 5, F, carries -0.201

=====

[2]
Molecular formula: CHFI2S
Method: DFT, wB97M-V/def2-TZVPD

SMILES: FC=S.II
Charge: 0
HOMO energy, hartree: -0.3451
Kohn-Sham gap, eV: 8.022

Geometry (Å):
F (-0.643, 1.850, -0.865)
C (-0.631, 0.722, -0.087)
S (-0.610, 0.857, 1.440)
H (-0.846, -0.182, -0.684)
I (-4.890, 1.594, -0.408)
I (-4.793, -0.915, 0.114)

Mulliken population analysis, charges in e, atoms 1 to 5: number 1, F, carries -0.167; number 2, C, carries 0.118; number 3, S, carries -0.232; number 4, H, carries 0.280; number 5, I, carries 0.008

=====

[3]
Molecular formula: CHFN4
Method: DFT, wB97M-V/def2-TZVPD

Charge: 0
HOMO energy (alpha / beta), hartree: -0.3400 / -0.3321
Kohn-Sham gap (alpha / beta), eV: 8.205 / 8.056

Geometry (Å):
C (1.809, 0.411, 0.105)
N (2.839, 0.858, -0.073)
N (-0.479, 0.681, 0.032)
N (-2.124, -0.794, -0.033)
N (0.509, -0.029, 0.094)
F (-3.176, -0.051, 0.024)
H (0.621, -1.075, -0.149)

Mulliken population analysis, charges in e, atoms 1 to 5: number 1, C, carries 0.261; number 2, N, carries -0.254; number 3, N, carries -0.447; number 4, N, carries -0.027; number 5, N, carries 0.226

=====

[4]
Molecular formula: CHFNO3
Method: DFT, wB97M-V/def2-TZVPD

Charge: -1
HOMO energy, hartree: -0.1803
Kohn-Sham gap, eV: 9.199

Geometry (Å):
C (0.447, -0.069, -1.136)
N (-0.551, -0.315, 0.296)
O (0.792, -1.111, -1.502)
O (0.421, 1.085, -1.360)
O (-0.999, 0.632, 1.046)
F (0.271, 1.149, 2.045)
H (-0.381, -1.371, 0.610)

Mulliken population analysis, charges in e, atoms 1 to 5: number 1, C, carries 0.641; number 2, N, carries -0.057; number 3, O, carries -0.574; number 4, O, carries -0.548; number 5, O, carries -0.180